Entry 1:
{
  "formula": "C30H56BClFN3O15P",
  "method": "ωB97M-V with the def2-TZVPD basis set",
  "homo_ev": -11.2,
  "charge": 1,
  "fmax_ev_per_a": 2.287,
  "symbols": ["C", "C", "O", "B", "O", "C", "P", "C", "C", "C", "C", "C", "C", "C", "C", "F", "N", "C", "Cl", "C", "N", "O", "C", "C", "C", "C", "N", "C", "H", "H", "H", "H", "H", "H", "H", "H", "H", "H", "H", "H", "H", "H", "H", "H", "H", "H", "H", "H", "H", "H", "H", "H", "H", "H", "H", "H", "H", "H", "H", "H", "C", "O", "C", "O", "O", "C", "H", "H", "H", "H", "H", "H", "C", "O", "C", "O", "O", "C", "H", "H", "H", "H", "H", "H", "C", "O", "C", "O", "O", "C", "H", "H", "H", "H", "H", "H", "C", "O", "C", "O", "O", "C", "H", "H", "H", "H", "H", "H"],
  "positions_angstrom": [[0.389, 1.045, 5.065], [0.159, 1.164, 3.557], [0.755, 0.045, 2.873], [-0.026, -0.632, 1.967], [-1.034, -1.444, 2.404], [0.198, -0.513, 0.387], [0.653, -2.236, -0.236], [-0.418, -2.872, -1.581], [0.422, -3.411, -2.755], [0.636, -3.486, 1.100], [1.212, -4.796, 0.533], [-1.178, -0.071, -0.253], [-2.094, 0.775, 0.659], [-3.262, 1.418, -0.102], [-4.256, 2.030, 0.858], [-3.875, 0.438, -0.866], [-1.037, 0.680, -1.507], [0.138, 0.374, -2.293], [0.204, 1.657, -3.559], [1.460, 0.476, -1.514], [1.288, 0.462, -0.019], [0.866, 1.746, 0.453], [2.663, 0.275, 0.551], [3.102, -0.835, 1.246], [4.406, -0.820, 1.696], [5.244, 0.266, 1.466], [4.804, 1.347, 0.813], [3.563, 1.327, 0.368], [-0.543, 0.831, 5.582], [0.825, 1.948, 5.482], [1.052, 0.209, 5.264], [-0.922, 1.162, 3.390], [0.538, 2.103, 3.161], [-1.582, -1.021, 3.074], [-1.142, -2.159, -1.971], [-1.022, -3.696, -1.195], [0.846, -4.371, -2.468], [-0.234, -3.608, -3.600], [1.233, -2.737, -3.015], [-0.381, -3.667, 1.445], [1.202, -3.202, 1.986], [1.656, -5.397, 1.320], [0.456, -5.355, -0.008], [2.017, -4.570, -0.168], [-1.776, -0.950, -0.463], [-1.558, 1.596, 1.134], [-2.603, 0.141, 1.378], [-2.906, 2.221, -0.749], [-3.798, 2.882, 1.355], [-4.564, 1.317, 1.623], [-5.154, 2.332, 0.327], [-0.943, 1.668, -1.298], [0.044, -0.540, -2.865], [2.096, -0.375, -1.743], [2.005, 1.362, -1.824], [0.890, 2.349, -0.304], [2.435, -1.651, 1.444], [4.780, -1.671, 2.246], [6.257, 0.253, 1.838], [3.252, 2.205, -0.184], [4.503, 1.398, 8.425], [4.134, 0.941, 7.118], [4.048, 1.904, 6.207], [4.243, 3.075, 6.386], [3.697, 1.344, 5.043], [3.569, 2.273, 3.969], [4.535, 0.517, 9.059], [5.485, 1.865, 8.404], [3.763, 2.096, 8.810], [4.517, 2.770, 3.772], [2.793, 3.007, 4.184], [3.282, 1.702, 3.089], [-7.957, 6.109, 0.677], [-9.066, 5.228, 0.867], [-8.757, 4.061, 1.424], [-7.656, 3.710, 1.765], [-9.874, 3.349, 1.543], [-9.697, 2.060, 2.133], [-8.356, 7.009, 0.219], [-7.498, 6.360, 1.631], [-7.221, 5.660, 0.012], [-9.308, 2.151, 3.145], [-9.032, 1.448, 1.527], [-10.681, 1.601, 2.165], [5.859, -7.502, -0.171], [6.272, -7.291, -1.522], [5.333, -6.784, -2.315], [4.208, -6.499, -1.986], [5.848, -6.646, -3.533], [4.945, -6.113, -4.504], [6.717, -7.914, 0.351], [5.570, -6.561, 0.294], [5.034, -8.211, -0.127], [4.619, -5.114, -4.217], [4.085, -6.767, -4.629], [5.497, -6.059, -5.437], [-1.756, 1.686, -6.047], [-1.612, 1.820, -7.460], [-2.070, 2.978, -7.943], [-2.561, 3.861, -7.290], [-1.885, 2.983, -9.258], [-2.332, 4.174, -9.914], [-1.349, 0.716, -5.783], [-1.205, 2.468, -5.539], [-2.807, 1.726, -5.764], [-1.791, 5.042, -9.543], [-3.402, 4.310, -9.773], [-2.120, 4.039, -10.970]],
  "atomic_forces_ev_per_a": [[-0.012, -0.127, -0.164], [-0.335, -0.302, 0.940], [-0.157, 0.604, -0.787], [0.433, 0.339, 0.729], [-0.472, 0.284, -0.787], [-1.202, -1.440, 0.361], [2.107, 0.166, -0.874], [-0.577, -0.316, -0.120], [-0.266, -0.255, 0.566], [-0.932, -0.536, 0.172], [0.357, 0.576, -0.342], [-0.459, 0.912, 0.117], [-0.498, 0.251, -0.644], [0.272, 0.288, 0.553], [-0.090, -0.344, 0.013], [-0.089, -0.047, -0.104], [0.851, -0.227, 0.054], [-0.250, 0.955, -0.173], [0.232, -0.229, 0.250], [-0.002, -0.625, -0.688], [0.566, 0.282, -0.096], [-0.307, -0.086, 0.017], [0.671, 0.240, 0.339], [-0.530, 0.471, -0.207], [0.531, -0.293, 0.265], [-1.010, -0.143, -0.141], [0.469, -0.322, 0.090], [-0.571, 0.051, -0.358], [-0.070, 0.095, 0.083], [0.017, 0.055, 0.084], [0.225, 0.042, 0.001], [-0.037, 0.061, -0.222], [0.255, -0.077, -0.217], [0.190, -0.355, 0.428], [0.021, 0.245, 0.220], [-0.109, 0.032, 0.132], [0.288, 0.008, -0.061], [0.060, 0.153, -0.188], [0.033, 0.048, -0.207], [-0.030, 0.065, 0.155], [0.093, 0.375, -0.088], [-0.224, -0.195, 0.119], [-0.035, -0.188, 0.059], [0.090, -0.130, -0.063], [0.267, -0.284, -0.022], [0.119, -0.108, 0.260], [0.387, -0.110, 0.299], [-0.068, -0.185, -0.414], [-0.106, 0.169, 0.004], [0.020, -0.087, 0.034], [-0.011, 0.246, -0.025], [-0.426, 0.076, 0.056], [0.025, -0.289, 0.282], [0.033, -0.109, 0.106], [0.040, 0.215, 0.393], [0.101, -0.025, -0.063], [0.194, -0.218, 0.150], [0.025, -0.040, 0.044], [0.115, 0.189, -0.057], [0.037, 0.162, 0.067], [0.051, -0.041, 0.220], [-0.016, -0.047, -0.017], [-0.002, -0.039, 0.070], [-0.017, 0.038, -0.021], [-0.010, -0.119, -0.110], [-0.038, 0.049, -0.221], [-0.032, -0.069, -0.100], [-0.037, 0.081, -0.040], [0.035, 0.071, -0.057], [-0.040, 0.109, 0.078], [0.104, 0.107, 0.073], [-0.039, -0.174, 0.118], [0.065, 0.177, -0.055], [-0.007, 0.016, -0.017], [-0.080, 0.029, -0.004], [0.088, -0.038, -0.026], [-0.021, -0.013, -0.005], [-0.082, -0.168, 0.065], [-0.108, -0.049, 0.002], [0.046, -0.079, 0.001], [0.033, -0.048, 0.065], [0.085, 0.012, -0.031], [0.072, 0.040, 0.034], [-0.046, 0.098, -0.050], [0.044, -0.078, 0.175], [0.025, 0.008, 0.019], [0.063, -0.057, -0.037], [-0.066, 0.081, 0.042], [0.017, 0.017, -0.013], [-0.035, 0.042, -0.191], [0.062, 0.005, -0.101], [-0.082, -0.003, -0.038], [-0.061, 0.066, -0.021], [-0.060, -0.034, 0.057], [-0.040, 0.034, 0.075], [0.095, -0.045, 0.056], [-0.228, -0.103, -0.156], [0.004, -0.087, -0.005], [0.011, -0.020, -0.063], [-0.002, 0.024, 0.038], [0.016, -0.024, -0.019], [-0.029, 0.113, -0.182], [0.061, -0.030, -0.142], [-0.074, 0.163, -0.017], [0.019, 0.097, 0.032], [-0.054, 0.003, 0.079], [0.014, 0.033, 0.088], [0.047, -0.112, 0.026]],
  "lowdin_charge": [-0.04, -0.20, 0.06, -0.71, 0.19, -0.27, 1.09, -0.38, -0.14, -0.39, -0.13, -0.26, -0.09, -0.39, -0.02, 0.01, -0.01, -0.62, 0.76, -0.12, -0.14, 0.08, -0.15, 0.00, -0.01, -0.09, 0.10, -0.09, 0.08, 0.08, 0.09, 0.11, 0.11, 0.13, 0.07, 0.09, 0.06, 0.08, 0.06, 0.08, 0.08, 0.08, 0.07, 0.06, 0.13, 0.12, 0.12, 0.14, 0.09, 0.09, 0.09, 0.08, 0.09, 0.13, 0.10, 0.14, 0.07, 0.12, 0.12, 0.12, -0.03, 0.00, -0.63, 0.14, -0.01, -0.04, 0.10, 0.10, 0.10, 0.11, 0.10, 0.07, -0.04, 0.01, -0.63, 0.11, 0.01, -0.04, 0.10, 0.10, 0.09, 0.10, 0.10, 0.10, -0.04, 0.01, -0.63, 0.11, 0.01, -0.04, 0.10, 0.09, 0.10, 0.09, 0.10, 0.10, -0.09, 0.01, -0.62, 0.12, 0.01, -0.03, 0.07, 0.03, 0.10, 0.10, 0.10, 0.09]
}



Entry 2:
{
  "formula": "C30H56BrN12O23PS2",
  "method": "ωB97M-V with the def2-TZVPD basis set",
  "smiles": "CCCOCc1c([PH2]=S)ccc2c1Nc1c(C[C@@H](C)Br)cccc1S2.C[N+](=O)[O-].C[N+](=O)[O-].C[N+](=O)[O-].C[N+](=O)[O-].C[N+](=O)[O-].C[N+](=O)[O-].C[N+](=O)[O-].C[N+](=O)[O-].C[N+](=O)[O-].C[N+](=O)[O-].C[N+](=O)[O-]",
  "homo_ev": -8.2,
  "charge": 0,
  "fmax_ev_per_a": 2.696,
  "symbols": ["C", "C", "C", "O", "C", "C", "C", "P", "S", "C", "C", "C", "C", "N", "C", "C", "C", "C", "C", "Br", "C", "C", "C", "C", "S", "H", "H", "H", "H", "H", "H", "H", "H", "H", "H", "H", "H", "H", "H", "H", "H", "H", "H", "H", "H", "H", "H", "H", "C", "N", "O", "O", "H", "H", "H", "C", "N", "O", "O", "H", "H", "H", "C", "N", "O", "O", "H", "H", "H", "C", "N", "O", "O", "H", "H", "H", "C", "N", "O", "O", "H", "H", "H", "C", "N", "O", "O", "H", "H", "H", "C", "N", "O", "O", "H", "H", "H", "C", "N", "O", "O", "H", "H", "H", "C", "N", "O", "O", "H", "H", "H", "C", "N", "O", "O", "H", "H", "H", "C", "N", "O", "O", "H", "H", "H"],
  "positions_angstrom": [[2.175, -1.657, -0.933], [1.706, -0.252, -1.365], [1.812, 0.715, -0.172], [0.816, 1.712, -0.231], [1.168, 2.956, 0.409], [1.467, 2.670, 1.898], [2.733, 2.822, 2.439], [4.173, 3.424, 1.489], [3.944, 5.259, 0.826], [2.963, 2.549, 3.778], [1.917, 2.097, 4.552], [0.676, 1.953, 4.006], [0.403, 2.248, 2.681], [-0.892, 2.108, 2.157], [-1.500, 0.860, 2.435], [-2.105, 0.160, 1.405], [-2.125, 0.632, -0.028], [-3.431, 1.335, -0.450], [-3.997, 2.327, 0.561], [-3.043, 2.307, -2.139], [-2.712, -1.043, 1.732], [-2.720, -1.546, 3.000], [-2.098, -0.853, 4.027], [-1.518, 0.348, 3.716], [-0.722, 1.367, 4.955], [2.142, -2.373, -1.761], [1.525, -2.041, -0.134], [3.193, -1.604, -0.525], [2.320, 0.064, -2.216], [0.657, -0.339, -1.687], [1.784, 0.098, 0.741], [2.821, 1.154, -0.205], [0.238, 3.539, 0.406], [1.992, 3.466, -0.097], [5.262, 3.470, 2.384], [4.440, 2.519, 0.438], [3.956, 2.693, 4.195], [2.097, 1.881, 5.603], [-0.936, 2.342, 1.179], [-1.990, -0.238, -0.685], [-1.287, 1.298, -0.263], [-4.181, 0.584, -0.717], [-4.867, 2.821, 0.112], [-4.287, 1.799, 1.478], [-3.292, 3.125, 0.821], [-3.210, -1.579, 0.921], [-3.206, -2.483, 3.257], [-2.081, -1.253, 5.036], [6.668, 3.358, 6.985], [6.452, 2.623, 5.709], [6.375, 1.414, 5.760], [6.367, 3.295, 4.698], [6.724, 2.638, 7.793], [7.599, 3.909, 6.890], [5.827, 4.031, 7.120], [0.362, -1.276, -4.226], [1.510, -1.981, -3.590], [1.382, -3.157, -3.327], [2.514, -1.321, -3.374], [-0.452, -1.977, -4.359], [0.069, -0.464, -3.566], [0.708, -0.897, -5.184], [3.367, -4.490, -4.398], [4.665, -3.842, -4.065], [5.614, -4.071, -4.788], [4.684, -3.121, -3.085], [3.502, -5.093, -5.288], [3.083, -5.105, -3.548], [2.641, -3.698, -4.569], [-0.794, 4.576, -4.453], [-0.953, 3.847, -5.742], [-0.961, 2.633, -5.705], [-1.066, 4.522, -6.744], [-0.706, 3.850, -3.652], [0.105, 5.182, -4.528], [-1.675, 5.198, -4.319], [-4.855, -0.881, -3.720], [-3.756, -1.851, -3.481], [-4.030, -2.875, -2.884], [-2.646, -1.552, -3.881], [-5.772, -1.278, -3.298], [-4.557, 0.037, -3.229], [-4.951, -0.744, -4.787], [7.265, -2.785, -0.635], [7.132, -1.645, 0.314], [8.151, -1.144, 0.742], [6.002, -1.293, 0.594], [8.319, -2.986, -0.791], [6.769, -3.642, -0.189], [6.782, -2.494, -1.564], [-3.633, -0.483, -8.663], [-4.113, -0.699, -7.271], [-5.306, -0.873, -7.105], [-3.274, -0.685, -6.392], [-4.484, -0.521, -9.332], [-3.154, 0.492, -8.695], [-2.924, -1.275, -8.889], [-6.524, -3.441, 1.298], [-6.398, -3.208, 2.763], [-7.226, -2.498, 3.296], [-5.467, -3.749, 3.327], [-7.391, -2.901, 0.936], [-5.614, -3.076, 0.830], [-6.640, -4.510, 1.147], [4.546, -1.232, -6.361], [4.069, -1.843, -7.630], [3.905, -3.047, -7.648], [3.873, -1.092, -8.563], [4.674, -2.019, -5.629], [5.490, -0.737, -6.567], [3.792, -0.519, -6.039], [-0.777, 3.330, 7.970], [0.407, 4.119, 8.409], [1.456, 3.929, 7.824], [0.241, 4.897, 9.324], [-0.475, 2.685, 7.153], [-1.116, 2.748, 8.822], [-1.540, 4.033, 7.649], [-7.092, -3.503, 6.594], [-7.874, -4.223, 7.636], [-8.454, -5.237, 7.304], [-7.876, -3.742, 8.751], [-7.179, -4.041, 5.658], [-7.507, -2.503, 6.505], [-6.058, -3.470, 6.926]],
  "atomic_forces_ev_per_a": [[-0.106, -0.023, 0.648], [-0.070, 0.002, 1.083], [0.670, -0.806, -0.545], [0.176, 0.681, -0.136], [-0.274, -1.229, 1.167], [-0.068, 0.688, -1.703], [0.906, -0.201, -0.007], [-0.441, 1.627, -0.165], [-0.071, -0.186, -0.170], [0.318, 0.116, -0.060], [0.763, 0.011, 0.948], [-1.757, -0.647, 0.208], [0.667, 0.320, -0.117], [0.191, -0.314, 0.716], [-0.262, 0.582, -1.006], [-0.191, -0.302, -0.295], [-0.041, 0.155, -0.400], [0.288, 0.056, 0.355], [-0.136, 0.106, -0.364], [-0.171, -0.251, 0.137], [-0.525, -0.116, -1.112], [-0.299, -0.750, 1.076], [-0.167, -0.308, -0.037], [1.071, 1.101, 0.902], [0.075, -0.193, 0.017], [0.437, 0.193, 1.593], [0.109, 0.137, -0.047], [-0.129, -0.118, -0.180], [-0.532, 0.595, 0.831], [0.207, 0.328, 0.165], [-0.354, 0.473, 0.118], [-0.209, 0.111, 0.073], [0.465, 0.337, -0.521], [-0.253, 0.013, 0.007], [-0.249, -0.884, -0.093], [0.124, -0.204, 0.500], [-0.178, -0.109, 0.017], [-0.182, -0.057, -0.161], [-0.028, -0.149, 0.112], [0.035, 0.146, 0.100], [-0.163, -0.293, 0.157], [0.016, 0.253, -0.008], [0.046, -0.160, 0.283], [0.005, 0.115, -0.167], [0.043, -0.281, -0.050], [0.149, -0.068, 0.196], [0.033, 0.086, -0.306], [0.057, 0.142, -0.107], [0.025, -0.049, 0.201], [0.054, -0.052, 0.095], [-0.053, 0.099, -0.100], [-0.042, -0.065, 0.047], [-0.015, -0.050, -0.079], [-0.076, 0.079, -0.070], [0.061, 0.065, -0.082], [-0.091, -0.120, -0.147], [-0.182, 1.160, -1.226], [-0.722, 0.060, 0.512], [-0.177, -1.256, -2.379], [0.052, -0.064, 0.091], [0.054, 0.037, -0.177], [0.049, 0.128, 0.059], [0.319, -0.318, -0.592], [-0.115, -0.283, 0.180], [0.127, 0.128, 0.061], [0.227, -0.172, -0.134], [0.185, 0.028, -0.001], [-0.102, 0.223, 0.031], [0.517, -0.537, -0.077], [0.039, -0.097, 0.231], [0.017, -0.020, 0.058], [-0.013, 0.068, -0.082], [-0.011, -0.099, 0.054], [-0.011, -0.049, -0.073], [-0.079, 0.075, -0.075], [0.061, 0.072, -0.082], [-0.183, -0.041, 0.232], [0.091, -0.036, 0.038], [0.117, 0.007, -0.053], [-0.378, -0.134, 0.347], [0.117, -0.102, 0.053], [0.050, 0.218, -0.093], [0.094, 0.086, -0.093], [0.148, -0.057, -0.133], [0.020, -0.044, -0.006], [-0.112, 0.037, 0.011], [0.121, 0.012, -0.019], [0.002, 0.087, 0.082], [-0.124, 0.072, -0.046], [-0.143, -0.081, 0.065], [-0.122, 0.026, -0.202], [0.164, 0.051, -0.231], [0.116, 0.008, 0.137], [-0.262, -0.014, -0.282], [-0.031, -0.017, 0.086], [0.103, -0.065, 0.066], [0.077, 0.074, 0.071], [-0.140, 0.084, -0.139], [-0.024, 0.040, -0.066], [0.092, -0.062, 0.047], [-0.093, 0.045, 0.023], [0.002, 0.014, 0.093], [0.050, -0.121, 0.038], [0.131, 0.003, 0.015], [-0.022, -0.056, 0.188], [0.038, -0.006, 0.007], [-0.087, 0.081, -0.040], [0.000, -0.104, 0.050], [0.053, 0.076, -0.108], [-0.074, 0.067, -0.039], [0.067, 0.082, -0.066], [0.045, -0.125, -0.133], [-0.007, -0.025, -0.026], [-0.042, 0.044, 0.091], [0.072, -0.045, -0.077], [0.015, 0.087, 0.111], [-0.042, 0.107, 0.032], [-0.006, 0.012, 0.104], [0.018, -0.061, -0.201], [0.010, -0.019, -0.042], [0.018, 0.074, 0.097], [-0.024, -0.066, -0.069], [-0.033, -0.025, 0.053], [0.067, 0.013, 0.075], [-0.042, 0.087, 0.061]],
  "lowdin_charge": [-0.08, -0.20, -0.21, -0.17, -0.12, -0.14, -0.35, 0.43, 0.08, -0.08, -0.08, -0.41, -0.21, 0.13, -0.21, -0.16, -0.20, -0.68, -0.14, 0.70, -0.04, -0.08, -0.08, -0.43, 1.05, 0.04, 0.09, 0.08, 0.10, 0.10, 0.13, 0.11, 0.13, 0.07, -0.02, -0.02, 0.08, 0.11, 0.09, 0.12, 0.07, 0.08, 0.07, 0.09, 0.08, 0.12, 0.09, 0.11, 0.05, -0.45, 0.08, 0.03, 0.09, 0.10, 0.10, 0.08, -0.42, 0.02, -0.01, 0.08, 0.09, 0.11, 0.05, -0.44, 0.06, 0.05, 0.10, 0.11, 0.07, 0.04, -0.45, 0.05, 0.06, 0.06, 0.10, 0.10, 0.05, -0.42, 0.06, 0.03, 0.10, 0.05, 0.06, 0.05, -0.45, 0.07, 0.05, 0.09, 0.10, 0.08, 0.06, -0.43, 0.07, 0.06, 0.10, 0.10, 0.10, 0.05, -0.44, 0.07, 0.05, 0.10, 0.09, 0.10, 0.06, -0.45, 0.06, 0.07, 0.06, 0.11, 0.10, 0.04, -0.45, 0.05, 0.07, 0.01, 0.10, 0.11, 0.04, -0.45, 0.06, 0.06, 0.07, 0.10, 0.10]
}